# C4H9NO2

A single C4H9NO2 molecule in a non-equilibrium geometry (ωB97M-V/def2-TZVPD, the OMol25 dataset).

Geometry (Å):
C  -1.011  -0.243  0.406
C  -0.607  1.130  0.112
C  0.376  0.264  0.981
C  1.689  -0.053  0.234
H  -1.558  -2.078  -0.374
H  -1.826  -0.796  -1.267
H  -1.856  -0.328  1.174
H  -0.970  1.887  0.785
H  0.492  1.142  -1.461
H  0.434  0.109  2.061
H  2.100  1.039  0.485
H  2.112  -0.870  0.794
H  0.645  -1.121  -0.982
N  -1.119  -1.120  -0.642
O  -0.296  1.562  -1.194
O  1.395  -0.524  -1.112

Summary:
* Kohn-Sham gap: 9.651 eV
* electronic energy: -9876.0182 eV
* structure (SMILES): N[C@@H]1[C@H](O)[C@@H]1CO
* energy relative to the best compared isomer or geometry (same formula, charge and spin): 93.2 kcal/mol

These are the Löwdin partial charges, in e, on atoms 1 to 6: number 1, C, carries -0.339; number 2, C, carries -0.272; number 3, C, carries -0.144; number 4, C, carries -0.195; number 5, H, carries 0.150; number 6, H, carries 0.091

# C4H3BrFNO2

C4H3BrFNO2 as an isolated structure in a non-equilibrium geometry (ωB97M-V/def2-TZVPD, the OMol25 dataset).

Geometry (Å):
C  -1.344  0.175  -0.416
C  0.615  -1.168  -0.057
C  -0.508  1.154  0.415
C  1.171  0.186  0.436
N  -0.690  -1.054  -0.418
O  -2.378  0.330  -0.924
O  1.298  -2.172  -0.077
F  1.820  0.381  1.658
Br  2.240  0.725  -0.980
H  -0.483  2.189  0.011
H  -0.723  0.985  1.539
H  -1.019  -1.730  -1.187

Summary:
* Kohn-Sham gap: 10.616 eV
* electronic energy: -82540.4574 eV
* energy relative to the best compared isomer or geometry (same formula, charge and spin): 0.0 kcal/mol

These are the Löwdin partial charges, in e, on atoms 1 to 6: number 1, C, carries -0.530; number 2, C, carries -0.546; number 3, C, carries 0.052; number 4, C, carries -0.696; number 5, N, carries 0.163; number 6, O, carries 0.150

# C33H30AsCrNO2PSSe2

C33H30AsCrNO2PSSe2 as an isolated structure (ωB97M-V/def2-TZVPD, the OMol25 dataset).

Geometry (Å):
Cr  0.028  -0.037  1.356
S  -1.995  -1.038  0.614
C  -1.684  -2.770  0.419
C  -2.711  -3.695  0.606
C  -2.457  -5.050  0.469
C  -1.183  -5.507  0.151
C  -0.157  -4.595  -0.044
C  -0.410  -3.237  0.085
As  0.851  -1.805  -0.166
C  0.677  -1.417  -2.053
C  -0.492  -1.703  -2.747
C  -0.614  -1.329  -4.078
C  0.427  -0.674  -4.717
C  1.597  -0.390  -4.025
C  1.720  -0.757  -2.695
C  2.571  -2.696  -0.107
C  3.033  -3.426  -1.201
C  4.226  -4.126  -1.117
C  4.966  -4.098  0.057
C  4.515  -3.365  1.144
C  3.321  -2.660  1.065
H  -3.703  -3.346  0.864
H  -3.260  -5.759  0.621
H  -0.992  -6.568  0.058
H  0.840  -4.938  -0.294
H  -1.312  -2.209  -2.252
H  -1.528  -1.548  -4.614
H  0.328  -0.382  -5.754
H  2.411  0.123  -4.519
H  2.634  -0.528  -2.157
H  2.459  -3.444  -2.122
H  4.581  -4.691  -1.969
H  5.899  -4.642  0.120
H  5.098  -3.333  2.054
H  2.979  -2.060  1.897
Se  -1.622  1.824  2.208
P  -0.908  2.779  0.409
Se  0.786  1.679  -0.341
C  -2.194  2.772  -0.876
C  -3.428  2.167  -0.687
C  -4.353  2.149  -1.722
C  -4.048  2.737  -2.938
C  -2.814  3.347  -3.127
C  -1.888  3.363  -2.101
C  -0.558  4.535  0.673
C  0.646  5.094  0.267
C  0.866  6.453  0.441
C  -0.113  7.246  1.018
C  -1.315  6.683  1.431
C  -1.538  5.329  1.263
H  -3.658  1.697  0.261
H  -5.312  1.670  -1.573
H  -4.770  2.721  -3.744
H  -2.573  3.805  -4.077
H  -0.919  3.826  -2.253
H  1.414  4.464  -0.165
H  1.806  6.889  0.130
H  0.060  8.306  1.155
H  -2.076  7.302  1.889
H  -2.471  4.885  1.590
N  -0.487  -1.196  3.136
C  0.539  -1.329  4.189
C  1.171  0.016  4.509
C  1.641  0.735  3.246
O  1.854  1.924  3.222
O  1.765  -0.070  2.199
H  -1.320  -0.737  3.495
H  -0.793  -2.118  2.839
H  1.301  -2.006  3.803
H  0.110  -1.782  5.087
H  2.041  -0.138  5.151
H  0.492  0.683  5.045

Summary:
* Kohn-Sham gap (alpha / beta): 7.422 / 8.010 eV
* electronic energy: -280372.5559 eV
* spin multiplicity: 2
* energy relative to the best compared isomer or geometry (same formula, charge and spin): 0.0 kcal/mol

These are the Löwdin partial charges, in e, on atoms 1 to 6: number 1, Cr, carries -0.127; number 2, S, carries 0.608; number 3, C, carries -0.678; number 4, C, carries -0.113; number 5, C, carries -0.085; number 6, C, carries -0.088

# C28H38EuIN3OPS2

C28H38EuIN3OPS2 as an isolated structure in a non-equilibrium geometry (ωB97M-V/def2-TZVPD, the OMol25 dataset).

Geometry (Å):
Eu  -0.080  -0.105  0.225
C  0.624  -0.619  3.060
C  -0.155  0.543  3.104
C  0.472  1.529  2.327
C  1.672  0.973  1.800
C  1.747  -0.370  2.259
H  0.427  -1.526  3.613
H  -1.047  0.689  3.697
H  0.208  2.579  2.340
H  2.517  1.537  1.423
H  2.601  -1.029  2.142
C  -3.026  -2.150  -1.241
C  -2.904  -0.830  -1.879
N  -2.048  0.086  -1.539
C  -2.173  1.216  -2.302
C  -3.154  1.147  -3.261
S  -3.942  -0.377  -3.208
C  -1.341  2.367  -2.051
C  -1.420  3.525  -2.786
S  -0.342  4.707  -2.169
C  0.132  3.571  -0.930
N  -0.445  2.404  -1.011
C  1.086  4.034  0.104
H  -2.049  -2.464  -0.855
H  -3.429  -2.888  -1.930
H  -3.707  -2.086  -0.393
H  -3.454  1.888  -3.973
H  -2.040  3.731  -3.632
H  1.657  4.881  -0.275
H  1.755  3.229  0.393
H  0.549  4.366  0.994
C  2.310  -2.985  -2.443
C  0.825  -2.592  -2.297
C  0.521  -1.428  -3.250
C  -0.034  -3.803  -2.709
C  0.583  -2.213  -0.860
H  2.532  -3.280  -3.467
H  2.554  -3.816  -1.784
H  2.938  -2.138  -2.185
H  0.864  -1.657  -4.257
H  1.019  -0.518  -2.906
H  -0.553  -1.246  -3.288
H  0.207  -4.108  -3.726
H  -1.089  -3.548  -2.670
H  0.149  -4.642  -2.042
H  0.752  -3.133  -0.270
N  -3.549  -1.408  2.765
C  -2.364  -1.744  2.159
O  -1.888  -0.930  1.305
C  -1.769  -2.969  2.502
I  -3.072  -4.839  1.037
H  -4.051  -0.622  2.384
H  -4.080  -2.116  3.240
H  -2.052  -3.453  3.419
H  -0.783  -3.178  2.120
C  2.907  2.475  -2.524
P  3.069  0.886  -1.575
C  4.481  1.418  -0.493
C  4.059  0.001  -2.851
C  3.740  0.119  -4.201
C  4.506  -0.511  -5.166
C  5.598  -1.276  -4.795
C  5.901  -1.433  -3.454
C  5.129  -0.812  -2.489
H  2.068  2.415  -3.216
H  3.821  2.678  -3.082
H  2.725  3.292  -1.836
H  5.389  1.560  -1.078
H  4.659  0.674  0.282
H  4.234  2.358  -0.002
H  2.899  0.719  -4.510
H  4.252  -0.400  -6.210
H  6.211  -1.742  -5.551
H  6.745  -2.039  -3.159
H  5.367  -0.957  -1.446

Summary:
* Kohn-Sham gap (alpha / beta): 3.693 / 6.661 eV
* electronic energy: -94557.0805 eV
* spin multiplicity: 8
* energy relative to the best compared isomer or geometry (same formula, charge and spin): 136.1 kcal/mol
* charge: -1

These are the Löwdin partial charges, in e, on atoms 1 to 6: number 1, Eu, carries 1.871; number 2, C, carries -0.190; number 3, C, carries -0.187; number 4, C, carries -0.244; number 5, C, carries -0.329; number 6, C, carries -0.234

# C4H11N2O

An isolated ion of composition C4H11N2O and charge -1 in a non-equilibrium geometry (ωB97M-V/def2-TZVPD, the OMol25 dataset).

Geometry (Å):
N  0.733  -1.667  0.680
C  0.155  -0.354  0.355
C  -0.901  -0.194  -0.930
C  -2.101  0.635  -0.698
O  -3.207  0.106  -1.354
C  1.263  0.695  0.074
N  2.262  0.994  0.958
H  0.256  -2.322  1.420
H  0.720  -2.238  -0.255
H  -0.373  -0.144  1.245
H  -1.356  -1.217  -1.047
H  -0.387  0.115  -1.906
H  -1.787  1.729  -0.772
H  -2.449  0.498  0.356
H  0.733  1.666  0.046
H  1.680  0.552  -0.973
H  2.993  0.199  0.915
H  1.766  0.946  1.886

Summary:
* Kohn-Sham gap: 5.904 eV
* electronic energy: -9351.7823 eV
* structure (SMILES): NC[C@H](N)CC[O-]
* energy relative to the best compared isomer or geometry (same formula, charge and spin): 62.4 kcal/mol
* charge: -1

These are the Löwdin partial charges, in e, on atoms 1 to 6: number 1, N, carries -0.040; number 2, C, carries -0.382; number 3, C, carries -0.190; number 4, C, carries -0.587; number 5, O, carries -0.418; number 6, C, carries -0.389